No. 1
Below is one molecule with the formula C4H6O2, with properties calculated with the ωB97M-V functional and the def2-TZVPD basis.

Structure (ORCA input):
```
! wB97M-V def2-TZVPD RIJCOSX def2/J DEFGRID3
* xyz 0 1
O -1.51 1.46 -1.20
C -0.49 0.85 -1.45
C 0.59 0.69 -0.42
C 0.02 0.09 0.85
C -0.15 -1.36 0.94
O 0.93 -0.71 1.59
H -0.38 0.33 -2.43
H 1.03 1.67 -0.21
H 1.38 0.03 -0.79
H -0.62 0.73 1.44
H -0.91 -1.79 1.60
H 0.11 -1.97 0.08
*
```

Computed properties:
Molecular weight = 86.1 g mol⁻¹
Energy above the lowest of the compared OMol25 structures with the same formula, charge and spin = 46.7 kcal/mol
HOMO level = -0.367 Ha
Orbital gap = 0.3999 Eh
SMILES = O=CC[C@H]1CO1


No. 2
Below is a 3-piece molecular cluster, C7H16BBr4O2S overall, with properties calculated with the ωB97M-V functional and the def2-TZVPD basis.

Structure (ORCA input):
```
! wB97M-V def2-TZVPD RIJCOSX def2/J DEFGRID3
* xyz -1 1
O 2.06 0.05 1.28
C 1.01 -0.38 0.86
O 0.98 -1.66 0.40
C -0.31 0.34 0.79
C -1.48 -0.35 1.50
B -2.90 0.37 1.12
S -3.70 -0.54 -0.44
H 0.08 -1.84 0.11
H -0.56 0.45 -0.27
H -0.15 1.34 1.20
H -1.52 -1.41 1.21
H -1.30 -0.34 2.59
H -3.69 0.37 2.05
H -2.71 1.51 0.72
H -3.57 -1.81 -0.01
Br 7.55 1.15 3.06
C 6.06 -0.01 2.56
C 4.71 0.59 2.85
Br 4.30 0.61 4.75
H 6.21 -0.94 3.11
H 6.17 -0.19 1.50
H 3.93 0.01 2.38
H 4.64 1.62 2.51
Br -1.75 1.27 -3.25
C -2.61 -0.20 -4.16
C -3.77 0.25 -5.02
Br -5.32 0.78 -3.98
H -2.92 -0.89 -3.37
H -1.86 -0.66 -4.79
H -4.09 -0.56 -5.66
H -3.50 1.11 -5.62
*
```

Computed properties:
Molecular weight = 494.7 g mol⁻¹
HOMO level = -0.161 Ha
Orbital gap = 0.2490 Eh


Copy entry 1 word for word.
Below is one molecule with the formula C4H6O2, with properties calculated with the ωB97M-V functional and the def2-TZVPD basis.

Structure (ORCA input):
```
! wB97M-V def2-TZVPD RIJCOSX def2/J DEFGRID3
* xyz 0 1
O -1.51 1.46 -1.20
C -0.49 0.85 -1.45
C 0.59 0.69 -0.42
C 0.02 0.09 0.85
C -0.15 -1.36 0.94
O 0.93 -0.71 1.59
H -0.38 0.33 -2.43
H 1.03 1.67 -0.21
H 1.38 0.03 -0.79
H -0.62 0.73 1.44
H -0.91 -1.79 1.60
H 0.11 -1.97 0.08
*
```

Computed properties:
Molecular weight = 86.1 g mol⁻¹
Energy above the lowest of the compared OMol25 structures with the same formula, charge and spin = 46.7 kcal/mol
HOMO level = -0.367 Ha
Orbital gap = 0.3999 Eh
SMILES = O=CC[C@H]1CO1


Q: Look up the orbital gap of the second one.
A: 0.2490 Eh


Q: What is the formula in the first record?
A: C4H6O2